No. 1
The following is a quantum chemistry calculation of C13H26OP2SeV as an isolated structure at a distorted geometry, from OMol25.

Values from the calculation:
**Energy above the lowest of the compared OMol25 structures with the same formula, charge and spin**: 1.194 eV
**<S²>**: 0.98
**Kohn-Sham gap (alpha / beta)**: 5.03 / 5.61 eV
**Total charge**: +2
**Spin multiplicity**: 2

Cartesian coordinates (Å):
V (1.4926, 0.1385, 0.3611)
H (-1.2359, -2.9282, 1.7171)
H (1.3568, -3.3914, 1.5113)
C (1.5021, 3.0335, -0.1903)
H (-3.3232, -0.5176, 1.5362)
H (-0.3406, 3.7127, -2.1463)
H (2.3655, -2.9877, 0.0933)
C (-0.3458, 2.6204, -2.2052)
C (0.2473, 0.3624, 4.3893)
H (-0.9844, 2.6181, 1.4857)
C (1.3580, -3.2370, 0.4285)
H (-2.1749, 2.1514, 0.2592)
P (0.2026, -1.9094, -0.0183)
H (1.6424, 3.1787, 0.8715)
H (-1.7197, 1.3767, 4.2613)
C (-1.0490, 0.7404, 4.8676)
H (-1.3607, -3.7875, 0.1389)
Se (0.8772, 0.9628, 2.6255)
H (1.0268, -4.1508, -0.0724)
C (0.5929, -0.8727, 6.4370)
C (-1.3278, -2.7930, 0.6258)
C (-1.4595, 0.3382, 6.1477)
C (3.0072, -0.1645, -0.7108)
C (-0.6518, -0.5019, 6.9315)
H (2.4315, 2.6522, -0.6178)
H (-0.0223, 0.0822, -0.1169)
H (-2.3692, 0.7485, 6.6138)
H (0.8700, -1.7389, -2.3195)
P (0.1284, 1.9330, -0.5729)
C (0.9911, -0.5081, 5.1646)
H (-0.1024, -3.2332, -2.0104)
O (3.8431, -0.3589, -1.4843)
H (-1.3454, 3.7450, 0.1333)
H (-0.9231, -1.6290, -2.1511)
H (-2.2607, -2.2511, 0.3886)
H (-0.9906, -0.7507, 7.9729)
H (0.3860, 2.3377, -2.9736)
H (1.2352, -1.3802, 7.1402)
C (-0.0144, -2.1516, -1.8107)
H (1.2952, 3.9885, -0.6627)
C (-1.2153, 2.6799, 0.4147)
H (-1.3419, 2.2943, -2.5464)
H (1.9154, -0.8605, 4.7716)
H (-2.9837, 0.1080, 1.4353)

---

No. 2
The following is a quantum chemistry calculation of C13H27AgF6O7 as an isolated structure at a distorted geometry, from OMol25.

Values from the calculation:
**Energy above the lowest of the compared OMol25 structures with the same formula, charge and spin**: 1.371 eV
**<S²>**: 0.76
**Kohn-Sham gap (alpha / beta)**: 6.83 / 5.71 eV
**Total charge**: -1
**Spin multiplicity**: 2

Cartesian coordinates (Å):
O (-2.2710, -1.1768, -1.5255)
H (4.3671, -2.6334, 3.0049)
H (-2.1947, -2.0305, 2.4388)
H (3.1386, -1.8295, 3.9539)
H (-3.8320, 3.9370, -2.7224)
H (-3.0980, -0.7387, 2.9541)
C (2.0406, 2.1599, 2.7108)
F (2.2084, 3.3872, 2.2113)
H (-1.5242, 3.9573, 0.2978)
Ag (-0.6379, 0.1807, -0.6358)
O (0.9759, 1.1418, 0.7982)
H (3.9322, -0.8932, 1.1981)
C (2.7472, -1.1100, -2.6137)
H (-1.8783, 0.5650, 1.8047)
H (-3.6426, 0.3504, -1.2706)
C (2.0395, 1.0971, 1.5841)
O (0.6944, -1.5216, -1.1915)
F (3.1647, -0.8281, -3.8575)
C (1.2028, -1.1570, -2.5028)
H (0.8597, -1.9680, -3.1810)
O (2.2075, -0.2151, 2.1866)
H (1.0585, -3.6377, -1.0874)
H (-1.3055, 4.7505, -1.3148)
O (-1.2003, 2.1185, -1.6318)
H (4.1438, 0.0241, 2.7114)
C (3.5262, -0.7227, 2.2041)
F (0.8760, 2.1506, 3.4157)
O (0.5732, -0.0145, -2.7728)
H (-3.4733, 2.2669, -3.1702)
C (0.3506, -2.8458, 0.7091)
C (1.1835, -2.6867, -0.5443)
H (2.2583, -2.6912, -0.3572)
O (-1.7358, -0.3081, 1.4229)
C (-3.0382, 3.1829, -2.7701)
H (-2.8717, 4.7493, -0.4904)
C (-2.3304, 2.8804, -1.4380)
H (-4.3035, -1.3038, -1.2420)
H (0.6417, -3.7165, 1.3068)
H (2.9170, 1.1816, 0.9192)
C (-1.9628, 4.1626, -0.6758)
H (-0.7020, -3.0494, 0.4720)
H (-3.0711, 2.2992, -0.8663)
H (-3.7679, -0.5348, -2.7971)
C (-3.5831, -0.6339, -1.7245)
H (-2.3666, 3.6268, -3.5103)
H (-3.4270, -1.5175, 1.2859)
H (2.6908, -2.6682, 2.4519)
H (0.3075, -1.9669, 1.3544)
F (3.3452, -2.2944, -2.2784)
F (3.2442, -0.1784, -1.7657)
C (3.4485, -2.0491, 2.9276)
C (-2.7129, -1.1560, 2.0212)
H (-2.2255, -1.9885, -2.0386)
F (3.0125, 1.8964, 3.6306)

---

No. 3
The following is a quantum chemistry calculation of C13H27BeNSi2 as an isolated structure at a distorted geometry, from OMol25.

Values from the calculation:
**Energy above the lowest of the compared OMol25 structures with the same formula, charge and spin**: 1.812 eV
**Kohn-Sham gap (alpha / beta)**: 5.00 / 5.00 eV
**Total charge**: 0
**Spin multiplicity**: 1

Cartesian coordinates (Å):
H (-0.0160, 4.3388, 2.7255)
H (-1.3197, -2.8850, 0.5404)
H (2.8848, -1.5164, -2.6383)
C (-1.6886, 3.7252, -0.3230)
H (-2.3704, -3.6131, 2.7603)
H (0.5657, 1.3332, 4.3386)
C (-2.2782, -1.5810, 3.5460)
C (-3.6520, 1.5100, 0.2919)
H (1.7893, 1.9278, -0.2690)
H (-3.6608, 4.0883, 2.2340)
C (-1.2613, 0.0363, 2.1085)
H (-1.1791, 3.2135, -1.1482)
C (1.3841, 1.3792, 3.6060)
C (-2.1075, -2.5799, 2.5970)
H (1.8278, 0.1487, -1.5553)
H (3.5535, -1.7763, -2.4492)
N (-1.1453, -0.9089, 1.1477)
C (-0.8253, 1.3880, 1.5526)
Be (-0.7540, 0.3166, 0.2604)
C (-1.8416, -0.2707, 3.3395)
H (-2.5949, 4.2155, -0.7122)
C (1.2147, -0.7416, -1.7014)
H (1.7626, 0.3677, 3.4513)
H (-1.9418, 0.5365, 4.0389)
H (1.1870, -1.5993, -0.9448)
H (0.2643, -0.5610, -2.1795)
H (-4.5644, 2.0965, 0.2199)
C (-2.8492, 3.4097, 2.5074)
H (-3.3779, 1.1305, -0.7016)
H (-3.8532, 0.6495, 0.9388)
H (0.8325, 4.4292, 1.1611)
C (-1.4957, -2.2448, 1.3923)
C (2.1821, 1.6682, 0.6962)
H (1.7558, 4.2512, 2.6524)
H (2.3717, 0.5971, 0.7053)
H (3.1035, 2.2631, 0.9128)
H (-3.2494, 2.6874, 3.2306)
H (2.2017, 1.9782, 4.0231)
Si (-2.2055, 2.4997, 0.9968)
Si (0.8680, 2.0978, 1.9716)
H (-2.7206, -1.8215, 4.5121)
H (-2.0676, 3.9986, 3.0010)
C (0.8307, 3.9580, 2.1439)
H (-1.0323, 4.5122, 0.0706)

---

No. 4
The following is a quantum chemistry calculation of C13H27Br11O2 as an isolated structure at a distorted geometry, from OMol25.

Values from the calculation:
**Kohn-Sham gap**: 9.30 eV
**Total charge**: 0
**Spin multiplicity**: 1

Cartesian coordinates (Å):
H (-3.6552, -2.2581, 0.2788)
H (4.0425, 2.8118, -0.1518)
H (-5.7835, -0.4376, 3.4193)
C (-4.0396, 0.7178, 0.8892)
H (-3.9764, -3.1475, 2.5087)
H (1.1227, -2.1460, 0.3261)
Br (0.0588, 0.0131, -0.3751)
C (-3.2716, -3.2670, 0.4304)
Br (3.3692, -2.6471, 2.5760)
H (-2.2531, -0.1248, 1.4921)
H (2.6642, 0.8299, -4.9882)
Br (-2.2116, -4.9408, 2.5261)
Br (5.3186, 1.0810, -6.1953)
H (3.6587, 4.5457, -2.6589)
C (-2.5870, 0.9124, 1.4643)
Br (2.4843, 2.3182, -2.8137)
Br (1.8612, -2.8563, 5.4780)
H (-1.7630, 3.2397, 2.6411)
C (1.2140, -1.5837, -0.6032)
C (4.3497, 3.4714, -0.9633)
C (2.5915, -1.1390, -0.9343)
H (-5.0728, 1.0075, 3.1735)
C (3.2217, 3.8853, -1.9099)
H (2.4167, 4.3287, -1.3239)
H (0.7928, -2.1650, -1.4235)
C (-3.0477, -3.2507, 1.9474)
C (3.1799, -0.1187, -4.8389)
H (2.9709, -0.5688, -0.0864)
H (-4.6447, 1.5901, 0.6422)
Br (5.0955, 5.0902, -0.0928)
C (2.2322, -1.6972, 3.9036)
O (-2.6010, 1.2697, 2.8060)
C (-2.6657, 2.6907, 2.9094)
H (-2.8542, 2.9071, 3.9609)
H (4.4826, -1.3867, -5.8763)
H (-4.0346, -3.9703, 0.0966)
Br (1.7751, -1.4546, -4.5213)
H (2.5323, -0.5063, -1.8199)
H (-3.4678, 3.1303, 2.3165)
H (-2.4187, -2.3849, 2.1543)
C (4.0001, -0.4272, -6.0625)
H (3.8747, -0.0861, -3.9997)
C (-5.6139, 0.2573, 2.5969)
H (2.9683, -0.9275, 4.1355)
Br (3.7755, -2.6620, -1.3123)
H (5.0712, 2.9445, -1.5878)
O (-4.9169, -0.2636, 1.5236)
H (-6.6374, 0.5286, 2.3384)
H (-3.8042, 0.3870, -0.1224)
Br (0.5924, -1.1111, 2.9470)
H (3.3375, -0.4893, -6.9257)
Br (-1.7045, -3.5228, -0.7045)
H (-2.0296, 1.5823, 0.8096)